A structure of composition C36H40FN3O2OsSSb2 in a non-equilibrium geometry, computed with ωB97M-V with the def2-TZVPD basis set.

Computed properties:
Net charge ... +2
E_HOMO (spin up / spin down) ... -10.540 / -12.677 eV
Gap between HOMO and LUMO (spin up / spin down) ... 4.42 / 3.97 eV
ΔE to the lowest compared entry with this formula, charge and spin ... 98.36 kJ/mol
Multiplicity ... 5
Largest force on an atom ... 5.6 eV Å⁻¹

Geometry as XYZ:
```
86
C36H40FN3O2OsSSb2 (ωB97M-V with the def2-TZVPD basis set)
Os 0.1255 0.0634 -0.4404
O 1.0969 -0.0735 2.4353
S 1.8368 1.1287 2.1237
O 1.5106 2.4017 2.6656
N 1.6736 1.2229 0.4514
C 1.8016 2.5118 -0.0448
C 2.8763 3.3837 -0.0605
C 2.6981 4.7499 -0.2435
C 1.4928 5.2032 -0.6983
C 0.3564 4.3914 -0.7783
C -0.8866 4.8254 -1.2870
C -1.8996 3.9037 -1.4445
C -1.6379 2.5167 -1.2977
N -0.4341 2.0882 -0.8541
C 0.5246 2.9644 -0.5971
C 3.5397 0.6986 2.4061
C 4.1033 -0.5207 1.9705
C 5.4625 -0.7430 2.1475
C 6.1972 0.2039 2.8160
C 5.6502 1.3627 3.2790
C 4.3202 1.6462 3.0714
H 3.7857 2.9978 0.3525
H 3.4884 5.5026 -0.1902
H 1.4127 6.2252 -1.0252
H -1.0098 5.8915 -1.5472
H -2.9184 4.2190 -1.6850
H -2.3501 1.7886 -1.5899
H 3.5095 -1.2186 1.3991
H 5.9765 -1.6576 1.7057
H 7.2764 0.0434 2.9075
H 6.2450 1.9865 3.9327
H 3.9332 2.6019 3.3677
C -2.1445 -3.2378 -1.6163
Sb -1.8574 -1.0963 -1.8260
C -1.3440 -1.4501 -3.8952
C -3.9177 -0.3824 -1.8251
C -4.6398 -0.9823 -0.6863
C -5.4302 -2.1540 -0.9470
C -6.1131 -2.8192 0.0620
C -6.0201 -2.2670 1.3571
C -5.2785 -1.1446 1.7016
C -4.5231 -0.4788 0.6457
C -3.7106 0.6884 0.9679
Sb -1.5292 0.0320 1.4761
C -1.8569 -1.8888 2.5428
C -1.7055 1.7411 2.9518
H -3.1501 -3.5167 -2.0363
H -2.1015 -3.4626 -0.5317
H -1.3712 -3.8069 -2.1528
H -2.0264 -2.2593 -4.2712
H -0.3391 -1.8657 -4.0392
H -1.4787 -0.4944 -4.4869
H -4.3428 -0.7936 -2.7774
H -3.9656 0.7413 -1.7625
H -5.5339 -2.5383 -2.0134
H -6.6566 -3.7375 -0.0662
H -6.6500 -2.7094 2.1970
H -5.0853 -0.8645 2.7686
H -4.0332 1.2325 1.8789
H -3.6324 1.4191 0.1489
H -2.3567 -1.6515 3.4701
H -0.8870 -2.2542 2.8429
H -2.3650 -2.5987 1.9190
H -2.7908 1.9576 3.1411
H -1.2195 2.6469 2.5749
H -1.2079 1.4907 3.8999
F 3.8178 0.0107 -5.3766
C 3.0312 0.0906 -4.2575
C 1.8811 0.8711 -4.3108
C 1.0090 0.6979 -3.2392
C 1.4129 0.0609 -2.0426
C 2.6447 -0.5574 -2.0382
C 3.3935 -0.7465 -3.2087
H 1.6740 1.4690 -5.2032
H -0.0072 1.1288 -3.2496
H 2.9375 -1.0474 -1.1031
H 4.2818 -1.4072 -3.2607
C 1.7379 -4.2455 2.3196
C 1.9248 -4.0236 0.8106
C 1.2754 -2.7863 0.3538
N 0.9312 -1.7068 0.0318
H 2.2071 -5.1983 2.5885
H 0.6741 -4.1909 2.5605
H 2.1741 -3.3641 2.8793
H 1.5061 -4.8533 0.2365
H 3.0007 -4.0070 0.6485
```